(1)
19
Properties=species:S:1:pos:R:3 method="wB97M-V/def2-TZVPD" homo_lumo_gap_ev="9.1 / 4.8" e_tot_ev=-10276.356 multiplicity=1 de_lowest_kcal_mol=111.5 charge=+1
C -2.303 0.233 -1.741
C 2.531 -0.358 1.755
C -1.246 -0.583 -1.996
C 2.297 0.942 2.382
N 1.622 -0.983 1.162
N 0.407 -0.904 1.044
N -3.083 0.147 -0.604
N -0.223 -0.188 -2.839
H -2.554 1.156 -2.362
H 3.554 -0.754 1.615
H -1.096 -1.588 -1.642
H 2.951 1.169 3.231
H 1.226 0.929 2.775
H 2.438 1.686 1.604
H -3.217 -0.751 -0.217
H -3.764 0.841 -0.498
H -0.065 0.776 -2.915
H 0.594 -0.786 -2.714
H -0.068 -0.985 1.963


(2)
55
Properties=species:S:1:pos:R:3 method="wB97M-V/def2-TZVPD" smiles="CC(C)(C)c1ccc(C(=O)Nc2nnc(SCC(=O)NC[C@@H]3CCCO3)s2)cc1" homo_lumo_gap_ev=8.6 e_tot_ev=-54936.317 multiplicity=1 de_lowest_kcal_mol=25.9
C -0.771 -3.500 5.636
C -0.109 -4.365 4.554
C -0.928 -5.646 4.337
C 1.284 -4.765 5.046
C -0.068 -3.582 3.253
C 1.115 -3.291 2.581
C 1.107 -2.579 1.398
C -0.087 -2.118 0.850
C -0.015 -1.366 -0.417
O 0.916 -1.437 -1.194
N -1.078 -0.535 -0.688
C -1.126 0.192 -1.841
N -2.121 0.951 -2.167
N -1.945 1.568 -3.330
C -0.821 1.290 -3.897
S -0.402 1.948 -5.445
C 1.416 1.826 -5.367
C 2.032 2.650 -4.235
O 2.952 2.219 -3.576
N 1.495 3.871 -4.085
C 1.889 4.788 -3.047
C 0.700 5.121 -2.133
C 0.176 3.917 -1.342
C -1.322 4.199 -1.265
C -1.570 4.877 -2.611
O -0.384 5.597 -2.923
S 0.191 0.159 -2.985
C -1.280 -2.414 1.508
C -1.260 -3.135 2.684
H -0.211 -2.577 5.775
H -0.789 -4.037 6.581
H -1.793 -3.243 5.373
H -0.951 -6.232 5.252
H -0.480 -6.250 3.551
H -1.952 -5.421 4.052
H 1.192 -5.313 5.981
H 1.784 -5.410 4.328
H 1.901 -3.889 5.231
H 2.063 -3.621 2.971
H 2.029 -2.362 0.880
H -1.856 -0.433 -0.053
H 1.711 0.782 -5.261
H 1.770 2.203 -6.328
H 0.684 4.143 -4.624
H 2.691 4.320 -2.473
H 2.256 5.713 -3.504
H 1.008 5.927 -1.450
H 0.651 3.834 -0.367
H 0.365 2.999 -1.900
H -1.924 3.302 -1.151
H -1.535 4.887 -0.446
H -1.768 4.125 -3.385
H -2.398 5.588 -2.590
H -2.233 -2.117 1.095
H -2.202 -3.355 3.164


(3)
89
Properties=species:S:1:pos:R:3 method="wB97M-V/def2-TZVPD" homo_lumo_gap_ev=8.2 e_tot_ev=-98803.899 multiplicity=1 charge=+1
Rb -0.563 0.307 -0.042
C 6.052 -1.279 -0.710
C 5.093 -2.257 -0.040
S 3.384 -1.742 0.200
C 3.525 -0.329 1.313
C 3.930 1.039 0.740
S 3.084 1.483 -0.795
C 4.423 2.035 -1.877
C 5.688 1.181 -2.006
S 5.480 -0.593 -2.290
H 6.997 -1.795 -0.883
H 6.268 -0.452 -0.038
H 5.515 -2.554 0.923
H 5.008 -3.168 -0.636
H 4.215 -0.589 2.120
H 2.535 -0.245 1.766
H 5.000 1.078 0.558
H 3.700 1.796 1.490
H 4.729 3.043 -1.587
H 3.933 2.126 -2.848
H 6.329 1.308 -1.135
H 6.260 1.574 -2.848
O -3.396 -5.781 -3.851
C -3.304 -5.732 -2.439
C -3.035 -4.313 -2.017
C -3.197 -3.928 -0.693
C -2.880 -2.630 -0.333
N -2.428 -1.718 -1.195
C -2.302 -2.080 -2.474
C -2.587 -3.365 -2.922
C -1.841 -1.030 -3.441
C -2.324 -1.014 -4.740
C -1.881 -0.038 -5.625
C -2.371 -0.027 -7.052
O -1.922 -1.169 -7.767
C -0.963 0.888 -5.160
C -0.537 0.804 -3.842
N -0.960 -0.126 -2.991
H -3.593 -6.684 -4.121
H -2.483 -6.361 -2.078
H -4.223 -6.080 -1.959
H -3.568 -4.623 0.051
H -2.992 -2.293 0.694
H -2.452 -3.634 -3.959
H -3.046 -1.752 -5.066
H -2.071 0.902 -7.542
H -3.458 -0.078 -7.074
H -0.961 -1.141 -7.825
H -0.581 1.669 -5.807
H 0.182 1.518 -3.454
N 0.369 -2.676 1.243
C 0.770 -3.170 2.571
C 0.130 -2.344 3.673
C -1.396 -2.507 3.769
C -2.114 -1.187 4.000
N -2.019 -0.379 2.776
H -0.561 -2.997 0.997
H 1.002 -3.041 0.541
H 1.855 -3.083 2.629
H 0.527 -4.229 2.718
H 0.390 -1.296 3.481
H 0.587 -2.595 4.633
H -1.647 -3.221 4.555
H -1.790 -2.922 2.836
H -1.676 -0.692 4.877
H -3.168 -1.354 4.221
H -1.041 -0.196 2.581
H -2.458 0.529 2.862
Cl -0.684 3.700 -1.386
C 0.425 3.863 0.039
H 0.679 4.916 0.136
H 1.311 3.283 -0.191
N -2.972 4.293 0.782
C -1.706 4.862 1.364
P -0.449 3.242 1.557
O 0.787 2.050 1.641
O -1.657 2.294 1.366
C -0.051 3.783 3.287
N 0.340 2.656 4.140
H -2.997 4.410 -0.228
H -3.828 4.659 1.186
H -2.815 3.260 0.990
H -1.987 5.291 2.323
H -1.371 5.669 0.715
H -0.891 4.343 3.691
H 0.797 4.471 3.208
H 0.909 1.831 2.586
H -0.473 2.134 4.444
H 0.832 2.967 4.967


(4)
60
Properties=species:S:1:pos:R:3 method="wB97M-V/def2-TZVPD" homo_lumo_gap_ev=7.6 e_tot_ev=-56239.827 multiplicity=1 de_lowest_kcal_mol=14.0
C -5.360 1.110 -2.960
O -4.166 0.701 -3.642
C -3.021 0.967 -2.959
C -1.783 0.712 -3.568
C -0.628 0.651 -2.841
C -0.604 1.014 -1.494
C 0.640 0.983 -0.734
O 1.179 2.522 -0.728
C 1.313 3.448 -1.932
C -1.827 1.345 -0.870
C -2.999 1.390 -1.607
H -6.153 0.873 -3.672
H -5.500 0.571 -2.016
H -5.313 2.173 -2.660
H -1.778 0.476 -4.613
H 0.315 0.329 -3.260
H 1.421 0.342 -1.144
H 1.497 4.410 -1.447
H 2.220 3.097 -2.431
H 0.398 3.402 -2.537
H -1.829 1.589 0.184
H -3.930 1.683 -1.105
C 4.038 -4.039 3.232
C 2.842 -3.302 2.772
C 1.684 -2.999 3.484
C 0.704 -2.335 2.685
C 1.003 -2.435 1.313
B 0.837 1.892 0.665
C 0.177 -2.204 0.161
C 0.656 -2.282 -1.171
C -0.208 -2.551 -2.214
C -1.564 -2.527 -1.884
C -2.562 -3.133 -2.811
F -3.117 -4.218 -2.167
F -3.588 -2.261 -3.104
F -2.016 -3.557 -3.995
C -2.074 -2.087 -0.660
C -1.147 -1.774 0.334
O 0.013 2.216 1.764
C 0.937 2.276 2.848
C 2.198 1.680 2.395
C 3.441 2.256 2.697
C 3.414 3.405 3.531
C 2.183 3.942 3.988
C 0.925 3.380 3.658
O 2.012 1.151 1.137
S 2.739 -2.753 1.155
H 3.765 -4.522 4.160
H 4.300 -4.808 2.504
H 4.877 -3.376 3.453
H 1.523 -3.360 4.504
H -0.268 -2.011 3.032
H 1.725 -2.135 -1.295
H 0.112 -2.800 -3.232
H -3.160 -1.894 -0.592
H -1.379 -1.077 1.131
H 4.398 1.891 2.264
H 4.377 3.881 3.806
H 2.167 4.845 4.587
H -0.055 3.837 3.903


Copy entry 3 word for word.
89
Properties=species:S:1:pos:R:3 method="wB97M-V/def2-TZVPD" homo_lumo_gap_ev=8.2 e_tot_ev=-98803.899 multiplicity=1 charge=+1
Rb -0.563 0.307 -0.042
C 6.052 -1.279 -0.710
C 5.093 -2.257 -0.040
S 3.384 -1.742 0.200
C 3.525 -0.329 1.313
C 3.930 1.039 0.740
S 3.084 1.483 -0.795
C 4.423 2.035 -1.877
C 5.688 1.181 -2.006
S 5.480 -0.593 -2.290
H 6.997 -1.795 -0.883
H 6.268 -0.452 -0.038
H 5.515 -2.554 0.923
H 5.008 -3.168 -0.636
H 4.215 -0.589 2.120
H 2.535 -0.245 1.766
H 5.000 1.078 0.558
H 3.700 1.796 1.490
H 4.729 3.043 -1.587
H 3.933 2.126 -2.848
H 6.329 1.308 -1.135
H 6.260 1.574 -2.848
O -3.396 -5.781 -3.851
C -3.304 -5.732 -2.439
C -3.035 -4.313 -2.017
C -3.197 -3.928 -0.693
C -2.880 -2.630 -0.333
N -2.428 -1.718 -1.195
C -2.302 -2.080 -2.474
C -2.587 -3.365 -2.922
C -1.841 -1.030 -3.441
C -2.324 -1.014 -4.740
C -1.881 -0.038 -5.625
C -2.371 -0.027 -7.052
O -1.922 -1.169 -7.767
C -0.963 0.888 -5.160
C -0.537 0.804 -3.842
N -0.960 -0.126 -2.991
H -3.593 -6.684 -4.121
H -2.483 -6.361 -2.078
H -4.223 -6.080 -1.959
H -3.568 -4.623 0.051
H -2.992 -2.293 0.694
H -2.452 -3.634 -3.959
H -3.046 -1.752 -5.066
H -2.071 0.902 -7.542
H -3.458 -0.078 -7.074
H -0.961 -1.141 -7.825
H -0.581 1.669 -5.807
H 0.182 1.518 -3.454
N 0.369 -2.676 1.243
C 0.770 -3.170 2.571
C 0.130 -2.344 3.673
C -1.396 -2.507 3.769
C -2.114 -1.187 4.000
N -2.019 -0.379 2.776
H -0.561 -2.997 0.997
H 1.002 -3.041 0.541
H 1.855 -3.083 2.629
H 0.527 -4.229 2.718
H 0.390 -1.296 3.481
H 0.587 -2.595 4.633
H -1.647 -3.221 4.555
H -1.790 -2.922 2.836
H -1.676 -0.692 4.877
H -3.168 -1.354 4.221
H -1.041 -0.196 2.581
H -2.458 0.529 2.862
Cl -0.684 3.700 -1.386
C 0.425 3.863 0.039
H 0.679 4.916 0.136
H 1.311 3.283 -0.191
N -2.972 4.293 0.782
C -1.706 4.862 1.364
P -0.449 3.242 1.557
O 0.787 2.050 1.641
O -1.657 2.294 1.366
C -0.051 3.783 3.287
N 0.340 2.656 4.140
H -2.997 4.410 -0.228
H -3.828 4.659 1.186
H -2.815 3.260 0.990
H -1.987 5.291 2.323
H -1.371 5.669 0.715
H -0.891 4.343 3.691
H 0.797 4.471 3.208
H 0.909 1.831 2.586
H -0.473 2.134 4.444
H 0.832 2.967 4.967